196
Properties=species:S:1:pos:R:3 method="wB97M-V/def2-TZVPD" orbital_gap_ev=4.12 total_charge=+4 e_lumo_ev=-8.4662
C -2.98 -5.32 -1.46
C -2.02 -6.46 -1.72
N -1.44 -6.89 -0.43
C -0.71 -6.10 0.47
C -0.45 -6.83 1.55
N -1.01 -8.10 1.35
C -1.67 -8.10 0.15
C -1.16 -9.11 2.37
H -3.70 -5.66 -0.71
H -3.54 -5.14 -2.38
H -2.58 -4.36 -1.14
H -1.27 -6.23 -2.47
H -2.57 -7.34 -2.05
H -0.46 -5.07 0.24
H 0.14 -6.52 2.40
H -2.19 -8.96 -0.26
H -1.92 -9.86 2.15
H -1.36 -8.67 3.34
H -0.21 -9.63 2.36
C 2.37 7.94 -1.80
C 1.95 8.08 -0.32
N 2.09 6.75 0.34
C 2.62 6.53 1.62
C 2.54 5.17 2.00
N 2.02 4.52 0.84
C 1.70 5.46 -0.08
C 1.87 3.12 0.73
H 1.89 7.18 -2.41
H 3.45 7.87 -1.87
H 2.25 8.95 -2.19
H 0.98 8.51 -0.08
H 2.64 8.77 0.16
H 2.96 7.38 2.19
H 2.93 4.61 2.83
H 1.38 5.27 -1.09
H 1.48 2.73 1.67
H 2.79 2.54 0.67
H 1.28 2.79 -0.12
C 1.91 1.55 -6.87
C 3.35 0.92 -6.66
N 3.35 -0.28 -5.80
C 3.13 -0.37 -4.42
C 3.30 -1.70 -4.00
N 3.42 -2.49 -5.16
C 3.55 -1.61 -6.24
C 3.38 -3.92 -5.16
H 1.37 0.85 -7.52
H 1.97 2.45 -7.48
H 1.45 1.61 -5.89
H 4.02 1.55 -6.07
H 4.03 0.79 -7.51
H 2.91 0.59 -3.97
H 3.17 -2.19 -3.04
H 3.92 -1.81 -7.24
H 3.92 -4.27 -4.28
H 3.88 -4.30 -6.05
H 2.33 -4.20 -5.12
C -7.07 1.31 5.73
C -7.47 0.85 4.32
N -6.30 0.59 3.46
C -5.93 1.33 2.33
C -4.79 0.76 1.74
N -4.46 -0.27 2.53
C -5.32 -0.36 3.57
C -3.32 -1.18 2.24
H -6.04 1.68 5.69
H -7.00 0.43 6.37
H -7.82 2.03 6.04
H -8.14 1.62 3.94
H -7.93 -0.14 4.39
H -6.56 2.17 2.05
H -4.32 0.92 0.78
H -5.25 -1.18 4.27
H -3.21 -1.85 3.10
H -2.45 -0.53 2.22
H -3.31 -1.78 1.33
C -1.14 6.64 -2.64
C -2.57 6.11 -2.43
C -3.00 5.92 -0.91
N -4.39 5.34 -0.67
C -4.44 5.05 0.89
C -4.63 4.10 -1.55
C -5.37 4.55 -2.76
C -6.34 5.61 -2.27
C -5.56 6.33 -1.14
H -1.07 7.72 -2.54
H -0.79 6.41 -3.64
H -0.45 6.10 -1.98
H -2.67 5.19 -3.00
H -3.26 6.84 -2.86
H -3.08 6.89 -0.41
H -2.24 5.21 -0.57
H -5.48 4.74 0.98
H -4.27 5.94 1.51
H -3.74 4.25 1.15
H -5.29 3.50 -0.91
H -3.70 3.55 -1.70
H -6.01 3.72 -3.05
H -4.72 4.89 -3.56
H -7.21 5.12 -1.83
H -6.59 6.38 -3.01
H -6.20 6.63 -0.31
H -5.05 7.26 -1.39
C 7.07 -6.28 2.21
C 5.61 -6.02 2.64
C 5.30 -4.50 2.64
N 3.75 -4.21 2.68
C 3.28 -4.71 4.06
C 2.86 -4.74 1.62
C 3.02 -3.74 0.48
C 3.54 -2.44 1.06
C 3.60 -2.67 2.57
H 7.53 -5.69 3.01
H 7.39 -6.02 1.20
H 7.25 -7.35 2.28
H 5.45 -6.39 3.65
H 4.96 -6.69 2.07
H 5.72 -4.14 1.70
H 5.76 -3.92 3.44
H 2.35 -4.17 4.19
H 3.81 -4.28 4.91
H 3.10 -5.79 4.11
H 1.84 -4.62 2.00
H 3.07 -5.77 1.31
H 2.12 -3.64 -0.11
H 3.76 -4.07 -0.25
H 2.94 -1.59 0.73
H 4.52 -2.23 0.63
H 2.55 -2.54 2.84
H 4.30 -2.16 3.22
C 0.45 0.14 3.26
C 1.18 -0.04 4.62
C 2.15 1.13 4.71
N 2.51 1.43 6.18
C 1.33 1.93 7.02
C 3.78 2.35 6.38
C 4.35 2.11 7.81
C 3.97 0.70 8.04
C 3.14 0.15 6.81
H -0.11 -0.77 3.02
H 1.07 0.18 2.36
H -0.26 0.96 3.32
H 1.71 -0.99 4.55
H 0.39 -0.14 5.38
H 1.83 2.04 4.21
H 3.03 0.93 4.11
H 0.54 1.22 7.29
H 0.89 2.76 6.47
H 1.82 2.27 7.92
H 3.43 3.33 6.05
H 4.45 2.01 5.59
H 3.91 2.80 8.52
H 5.41 2.32 7.81
H 3.32 0.74 8.92
H 4.81 0.03 8.23
H 2.32 -0.51 7.10
H 3.77 -0.33 6.06
C -0.44 -1.78 -6.30
C -0.82 -0.73 -5.27
C -1.16 -1.19 -3.82
N -1.23 -0.13 -2.65
C -2.26 0.97 -2.87
C 0.15 0.52 -2.31
C 0.78 -0.64 -1.48
C -0.28 -1.13 -0.58
C -1.60 -0.84 -1.35
H -1.28 -2.47 -6.45
H 0.40 -2.42 -6.04
H -0.24 -1.38 -7.29
H -1.63 -0.17 -5.74
H 0.05 -0.09 -5.13
H -0.37 -1.87 -3.49
H -2.05 -1.81 -3.73
H -3.26 0.54 -2.93
H -2.05 1.62 -3.73
H -2.07 1.69 -2.08
H -0.14 1.34 -1.65
H 0.67 0.79 -3.23
H 1.67 -0.19 -1.03
H 1.18 -1.41 -2.13
H -0.40 -0.48 0.29
H -0.16 -2.16 -0.24
H -2.29 -0.21 -0.79
H -2.15 -1.73 -1.63
B 2.21 3.33 -3.34
F 2.66 4.62 -3.18
F 2.43 2.56 -2.22
F 0.89 3.29 -3.70
F 3.02 2.80 -4.32
B -4.05 -4.66 -8.40
F -5.27 -4.16 -8.86
F -3.51 -3.77 -7.54
F -4.23 -5.87 -7.81
F -3.28 -4.77 -9.52
Cl 0.93 -4.33 -2.64
Cl -4.95 -1.38 -1.38